<a>
19
Properties=species:S:1:pos:R:3 method="wB97M-V/def2-TZVPD" gap_ev=5.242 charge=0
O 2.33 -1.51 -0.30
C 2.03 -0.39 0.13
O 2.39 0.73 -0.60
C 0.33 -0.24 0.26
C -0.08 1.06 0.95
N -0.27 -0.45 -0.92
H 2.50 0.44 -1.52
H 0.07 -1.06 0.98
H -0.45 1.75 0.20
H -0.88 0.88 1.64
H 0.74 1.57 1.44
H -0.04 -1.37 -1.29
H -1.32 -0.53 -0.82
H 2.40 -0.16 1.14
H -2.80 -1.63 0.76
O -2.22 -0.85 0.76
H -3.80 1.84 -0.01
H -2.76 0.62 0.11
O -3.07 1.38 -0.43

=====

<b>
19
Properties=species:S:1:pos:R:3 method="wB97M-V/def2-TZVPD" gap_ev=9.646 smiles="N[C@H](C=O)CO.O.O" charge=0
N -0.20 -0.42 0.85
C -0.64 -1.31 -0.23
C 0.47 -1.27 -1.25
O 1.22 -2.11 -1.64
C -1.87 -0.77 -0.93
O -1.58 0.60 -1.26
H 0.07 -1.04 1.62
H 0.37 0.38 0.56
H -0.98 -2.40 0.16
H 0.59 -0.35 -1.88
H -2.15 -1.28 -1.80
H -2.85 -0.89 -0.36
H -2.21 1.15 -0.57
O 2.56 0.82 2.13
H 2.84 0.01 1.73
H 3.09 1.15 2.69
O -0.30 3.20 1.35
H 0.41 3.57 0.87
H -0.78 2.56 0.89

=====

Computed relative energies in units of kJ/mol: <a> 316.3; <b> 0.0

=====

<a>
19
Properties=species:S:1:pos:R:3 method="wB97M-V/def2-TZVPD" gap_ev=10.615 smiles="O=CNCCO.O.O" charge=0
O -1.96 1.67 1.16
C -0.78 1.82 0.92
N -0.01 0.92 0.26
C 1.37 1.11 -0.05
C 1.97 -0.27 -0.40
O 1.81 -1.33 0.55
H -0.21 2.73 1.18
H -0.48 0.08 -0.04
H 1.60 1.58 -1.02
H 1.98 1.55 0.73
H 1.57 -0.50 -1.39
H 3.05 -0.16 -0.51
H 2.68 -1.75 0.53
O -2.80 -1.17 0.59
H -2.73 -0.33 1.03
H -3.67 -1.19 0.21
O -0.88 -1.54 -1.53
H -0.92 -2.30 -0.95
H -1.58 -0.94 -1.26

=====

<b>
19
Properties=species:S:1:pos:R:3 method="wB97M-V/def2-TZVPD" gap_ev=10.536 smiles="O=CNCCO.O.O" charge=0
O -1.08 -0.84 -1.93
C -1.13 0.24 -1.15
N -0.13 0.87 -0.52
C -0.34 1.80 0.51
C -0.52 1.14 1.88
O -1.53 0.21 1.99
H -2.12 0.58 -0.79
H 0.71 0.30 -0.43
H 0.29 2.71 0.55
H -1.31 2.31 0.35
H 0.53 0.80 2.09
H -0.74 1.94 2.60
H -1.40 -0.68 1.74
O 0.69 -2.83 -1.35
H -0.01 -2.13 -1.68
H 0.85 -3.32 -2.14
O 2.19 -0.71 -0.33
H 3.12 -0.78 -0.74
H 1.90 -1.63 -0.66

=====

Computed relative energies in units of kJ/mol: <a> 0.0; <b> 45.5